(1)
Molecular formula: C2H7N2
Method: DFT, the ωB97M-V functional and the def2-TZVPD basis

Element x y z (Å)
C: -1.388 -0.657 0.045
N: -0.953 0.519 -0.055
C: 0.484 0.705 0.011
N: 1.091 -0.582 -0.053
H: -2.508 -0.676 -0.149
H: -0.644 -1.573 0.038
H: -1.391 1.423 -0.152
H: 0.876 1.274 -0.760
H: 0.786 1.361 0.984
H: 1.690 -0.793 -0.818
H: 1.357 -0.984 0.819

Forces on atoms 1 to 3 (eV/Å):
C -2.98 -1.46 -1.57
N 1.95 0.57 0.36
C 2.77 -0.33 3.32

Summary:
Highest occupied orbital energy: -14.976 eV
Total charge: +1
Energy relative to the best compared isomer or geometry (same formula, charge and spin): 204.52 kJ/mol
F_max: 0.084 hartree/bohr
SMILES: C=[NH+]CN
Lowest unoccupied orbital energy: -4.98 eV
Multiplicity: 1

(2)
Molecular formula: C2H7N2
Method: DFT, the ωB97M-V functional and the def2-TZVPD basis

Element x y z (Å)
N: 1.161 1.460 -0.163
C: 0.557 0.336 0.268
C: -0.455 -0.228 -0.430
N: -1.130 -1.409 0.204
H: 2.012 1.844 0.243
H: 0.734 1.886 -0.958
H: 0.957 -0.118 1.168
H: -0.943 0.180 -1.298
H: -1.646 -2.026 -0.426
H: -1.823 -1.084 0.884
H: -0.389 -1.976 0.622

Forces on atoms 1 to 3 (eV/Å):
N 0.15 -0.24 0.62
C 0.04 0.06 -0.87
C -0.09 -0.35 0.71

Summary:
Highest occupied orbital energy: -13.217 eV
Total charge: +1
Energy relative to the best compared isomer or geometry (same formula, charge and spin): 104.45 kJ/mol
F_max: 0.017 hartree/bohr
SMILES: N/C=C/[NH3+]
Lowest unoccupied orbital energy: -3.64 eV
Multiplicity: 1

(3)
Molecular formula: C2H7N2
Method: DFT, the ωB97M-V functional and the def2-TZVPD basis

Element x y z (Å)
C: 0.948 0.354 1.241
N: -0.268 0.608 0.648
C: -0.834 -0.349 -0.225
N: -0.319 -0.212 -1.570
H: 1.207 1.075 2.014
H: 1.690 0.440 0.414
H: 1.139 -0.671 1.605
H: -1.910 -0.099 -0.182
H: -0.718 -1.380 0.139
H: -1.018 -0.451 -2.271
H: 0.082 0.684 -1.813

Forces on atoms 1 to 3 (eV/Å):
C -0.72 -0.47 1.58
N 1.08 1.03 -1.37
C -0.59 -1.47 1.35

Summary:
Highest occupied orbital energy: -15.489 eV
Total charge: +1
Energy relative to the best compared isomer or geometry (same formula, charge and spin): 501.39 kJ/mol
F_max: 0.040 hartree/bohr
Lowest unoccupied orbital energy: -8.85 eV
Multiplicity: 1

(4)
Molecular formula: C2H7N2
Method: DFT, the ωB97M-V functional and the def2-TZVPD basis

Element x y z (Å)
N: 1.893 0.013 0.222
C: 0.618 -0.276 -0.478
C: -0.723 0.382 0.036
N: -1.881 -0.114 0.220
H: 1.930 0.852 0.777
H: 2.678 -0.082 -0.371
H: 0.715 -1.425 -0.609
H: 0.459 0.358 -1.430
H: -0.689 1.382 0.292
H: -2.586 0.579 0.484
H: -1.996 -1.156 0.098

Forces on atoms 1 to 3 (eV/Å):
N -2.49 0.18 0.69
C -0.48 0.23 0.06
C 3.03 -2.71 0.52

Summary:
Highest occupied orbital energy: -14.033 eV
Total charge: +1
Energy relative to the best compared isomer or geometry (same formula, charge and spin): 205.88 kJ/mol
F_max: 0.080 hartree/bohr
SMILES: NCC=[NH2+]
Lowest unoccupied orbital energy: -5.02 eV
Multiplicity: 1

(5)
Molecular formula: C2H7N2
Method: DFT, the ωB97M-V functional and the def2-TZVPD basis

Element x y z (Å)
C: 1.486 -0.653 0.677
N: -0.926 1.185 -0.804
C: -0.882 0.013 0.169
N: 0.243 -0.818 -0.121
H: 1.459 -1.220 1.641
H: 1.768 0.497 0.821
H: 2.303 -0.997 -0.002
H: 0.085 1.280 -1.250
H: -1.718 1.683 -1.293
H: -1.781 -0.601 0.300
H: -0.961 0.632 1.178

Forces on atoms 1 to 3 (eV/Å):
C -0.03 1.13 -1.65
N 3.27 -1.51 -0.50
C 0.06 3.54 1.94

Summary:
Highest occupied orbital energy: -15.261 eV
Total charge: +1
Energy relative to the best compared isomer or geometry (same formula, charge and spin): 627.63 kJ/mol
F_max: 0.078 hartree/bohr
Lowest unoccupied orbital energy: -8.83 eV
Multiplicity: 1

(6)
Molecular formula: C2H7N2O
Method: DFT, the ωB97M-V functional and the def2-TZVPD basis

Element x y z (Å)
C: -0.263 2.049 -0.552
O: -0.324 0.970 -1.478
H: 0.558 2.735 -0.772
H: -1.183 2.653 -0.703
H: -0.149 1.664 0.468
N: -0.515 -1.810 1.277
C: 0.288 -1.147 0.277
N: 1.342 -1.799 -0.101
H: -1.312 -1.311 1.639
H: 0.127 -2.292 1.906
H: 0.062 0.236 -0.861
H: 1.369 -1.947 -1.100

Forces on atoms 1 to 3 (eV/Å):
C -0.80 0.18 -1.26
O 0.91 0.38 1.15
H 0.35 0.02 0.04

Summary:
Highest occupied orbital energy: -1.616 eV
Total charge: -1
Energy relative to the best compared isomer or geometry (same formula, charge and spin): 213.81 kJ/mol
F_max: 0.042 hartree/bohr
Lowest unoccupied orbital energy: 4.37 eV
Multiplicity: 1

(7)
Molecular formula: C2H7N2O
Method: DFT, the ωB97M-V functional and the def2-TZVPD basis

Element x y z (Å)
N: 0.149 0.159 -1.650
C: -0.317 -0.469 -0.356
C: 0.050 0.439 0.787
N: -0.322 -0.062 2.014
O: 0.650 1.480 0.631
H: 1.107 0.502 -1.378
H: -0.291 1.057 -1.916
H: 0.360 -0.559 -2.410
H: -1.377 -0.723 -0.358
H: 0.269 -1.388 -0.327
H: -0.106 -1.028 2.193
H: -0.172 0.592 2.770

Forces on atoms 1 to 3 (eV/Å):
N 1.54 0.46 1.40
C -0.28 0.31 -0.66
C 0.05 -0.34 0.24

Summary:
Highest occupied orbital energy (alpha / beta): -3.700 / -10.745 eV
Expectation value of S²: 0.75
Energy relative to the best compared isomer or geometry (same formula, charge and spin): 152.65 kJ/mol
F_max: 0.041 hartree/bohr
Lowest unoccupied orbital energy (alpha / beta): 0.79 / 0.60 eV
Multiplicity: 2

(8)
Molecular formula: C2H7N2O
Method: DFT, the ωB97M-V functional and the def2-TZVPD basis

Element x y z (Å)
C: -1.027 0.180 -0.128
C: -0.759 1.434 0.514
N: -2.115 -0.402 -0.645
N: 0.174 -1.359 0.948
O: -0.804 -0.276 -1.363
H: -0.392 2.133 -0.261
H: 0.047 1.198 1.182
H: -1.685 1.827 0.902
H: -2.478 -1.347 -0.790
H: -0.420 -1.942 1.462
H: 0.690 -0.773 1.526
H: 0.822 -2.021 0.427

Forces on atoms 1 to 3 (eV/Å):
C -0.50 -3.20 -2.23
C 0.68 0.40 -0.49
N -1.18 0.53 -0.28

Summary:
Highest occupied orbital energy: -15.722 eV
Total charge: +1
Energy relative to the best compared isomer or geometry (same formula, charge and spin): 506.13 kJ/mol
F_max: 0.076 hartree/bohr
Lowest unoccupied orbital energy: -5.13 eV
Multiplicity: 1

(9)
Molecular formula: C2H7N2O
Method: DFT, the ωB97M-V functional and the def2-TZVPD basis

Element x y z (Å)
C: -1.035 -0.221 0.178
C: 0.697 0.562 -0.076
N: -2.017 0.624 0.214
N: 1.509 -0.610 0.005
O: -0.902 -1.418 0.116
H: 0.887 1.413 0.603
H: 0.869 0.934 -1.113
H: -2.111 1.563 -0.128
H: -2.862 0.114 0.198
H: 2.143 -0.696 -0.812
H: 0.614 -1.347 -0.021
H: 2.208 -0.917 0.835

Forces on atoms 1 to 3 (eV/Å):
C 5.68 2.40 -1.96
C -2.33 1.48 -0.07
N -1.21 -0.86 0.26

Summary:
Highest occupied orbital energy: -15.424 eV
Total charge: +1
Energy relative to the best compared isomer or geometry (same formula, charge and spin): 172.18 kJ/mol
F_max: 0.126 hartree/bohr
Lowest unoccupied orbital energy: -3.43 eV
Multiplicity: 1

(10)
Molecular formula: C2H7N2O
Method: DFT, the ωB97M-V functional and the def2-TZVPD basis

Element x y z (Å)
C: 1.872 0.201 1.775
N: 1.790 -0.670 0.869
H: 2.747 0.392 2.383
H: 1.071 0.915 1.957
H: 1.006 -0.616 0.197
H: 2.424 -1.466 0.794
C: -1.208 0.430 -1.403
N: -2.452 0.011 -1.202
O: -0.220 -0.146 -0.958
H: -1.131 1.357 -1.977
H: -3.215 0.445 -1.698
H: -2.684 -0.853 -0.737

Forces on atoms 1 to 3 (eV/Å):
C 0.17 1.20 0.51
N -0.27 -0.53 -0.03
H 0.17 -0.84 0.20

Summary:
Highest occupied orbital energy: -14.384 eV
Total charge: +1
Energy relative to the best compared isomer or geometry (same formula, charge and spin): 66.20 kJ/mol
F_max: 0.026 hartree/bohr
Lowest unoccupied orbital energy: -5.03 eV
Multiplicity: 1